{"formula": "C48H88Cl3F6N16P", "method": "ωB97M-V/def2-TZVPD", "spin_multiplicity": 2, "lumo_energy_ev": [-5.8, -5.9], "total_charge": 3, "symbols": ["C", "C", "N", "C", "C", "N", "C", "C", "H", "H", "H", "H", "H", "H", "H", "H", "H", "H", "H", "C", "C", "N", "C", "C", "N", "C", "C", "H", "H", "H", "H", "H", "H", "H", "H", "H", "H", "H", "C", "C", "N", "C", "C", "N", "C", "C", "H", "H", "H", "H", "H", "H", "H", "H", "H", "H", "H", "C", "C", "N", "C", "C", "N", "C", "C", "H", "H", "H", "H", "H", "H", "H", "H", "H", "H", "H", "C", "C", "N", "C", "C", "N", "C", "C", "H", "H", "H", "H", "H", "H", "H", "H", "H", "H", "H", "C", "C", "N", "C", "C", "N", "C", "C", "H", "H", "H", "H", "H", "H", "H", "H", "H", "H", "H", "C", "C", "N", "C", "C", "N", "C", "C", "H", "H", "H", "H", "H", "H", "H", "H", "H", "H", "H", "C", "C", "N", "C", "C", "N", "C", "C", "H", "H", "H", "H", "H", "H", "H", "H", "H", "H", "H", "Cl", "Cl", "Cl", "P", "F", "F", "F", "F", "F", "F"], "coordinates": [[10.218, -4.436, 0.392], [9.180, -4.382, 1.523], [9.032, -3.054, 2.054], [9.874, -2.367, 2.831], [9.346, -1.077, 3.174], [8.171, -0.953, 2.405], [7.926, -2.260, 1.890], [7.290, 0.202, 2.367], [10.197, -5.392, -0.131], [11.265, -4.257, 0.635], [9.990, -3.787, -0.454], [9.567, -5.005, 2.329], [8.250, -4.785, 1.121], [10.743, -2.902, 3.185], [9.778, -0.362, 3.858], [7.071, -2.439, 1.255], [7.508, 0.883, 1.544], [7.435, 0.747, 3.300], [6.247, -0.062, 2.545], [2.960, 1.676, 2.767], [2.679, 0.386, 1.832], [1.484, 0.604, 0.999], [1.476, 0.462, -0.400], [0.157, 0.743, -0.898], [-0.656, 0.852, 0.231], [0.168, 0.795, 1.346], [-2.116, 0.975, 0.241], [2.112, 1.969, 3.387], [3.385, 2.446, 2.123], [3.889, 1.482, 3.303], [2.396, -0.479, 2.433], [3.587, 0.026, 1.348], [2.393, 0.355, -0.961], [-0.217, 0.949, -1.890], [-0.124, 0.734, 2.384], [-2.531, 0.171, 0.849], [-2.529, 0.843, -0.760], [-2.493, 1.880, 0.717], [0.094, 3.487, 4.587], [-1.250, 3.427, 5.294], [-2.309, 3.481, 4.203], [-2.982, 2.389, 3.673], [-3.961, 2.827, 2.770], [-3.973, 4.229, 2.845], [-2.985, 4.601, 3.766], [-4.901, 5.119, 2.208], [0.325, 4.415, 4.063], [0.233, 2.629, 3.929], [0.866, 3.308, 5.335], [-1.400, 4.191, 6.057], [-1.476, 2.482, 5.789], [-2.749, 1.370, 3.944], [-4.725, 2.242, 2.280], [-2.834, 5.616, 4.104], [-5.725, 5.318, 2.893], [-5.360, 4.754, 1.289], [-4.374, 6.032, 1.932], [4.274, -2.614, 3.908], [4.210, -3.450, 5.190], [3.092, -4.476, 5.089], [1.756, -4.233, 4.953], [1.092, -5.419, 4.640], [2.057, -6.464, 4.676], [3.189, -5.862, 5.064], [1.769, -7.849, 4.630], [3.275, -2.269, 3.641], [4.702, -3.083, 3.022], [4.804, -1.675, 4.064], [3.969, -2.870, 6.081], [5.194, -3.916, 5.143], [1.366, -3.228, 5.011], [0.031, -5.605, 4.560], [4.153, -6.349, 5.071], [2.557, -8.594, 4.741], [1.200, -7.966, 3.708], [1.023, -8.132, 5.373], [1.761, -2.517, -2.964], [0.544, -3.261, -2.439], [0.208, -3.101, -1.037], [1.020, -2.991, 0.028], [0.173, -3.029, 1.177], [-1.113, -3.085, 0.755], [-1.071, -3.160, -0.630], [-2.279, -2.955, 1.548], [2.749, -2.702, -2.544], [1.522, -1.457, -3.049], [1.908, -2.944, -3.956], [0.813, -4.315, -2.513], [-0.294, -3.064, -3.107], [2.085, -2.859, -0.096], [0.343, -2.943, 2.240], [-1.865, -3.369, -1.332], [-2.606, -3.979, 1.732], [-3.060, -2.442, 0.987], [-2.216, -2.332, 2.440], [4.218, 2.009, -3.449], [3.407, 3.312, -3.499], [3.179, 3.702, -2.117], [4.039, 4.272, -1.239], [3.319, 4.524, -0.063], [2.001, 4.121, -0.206], [1.916, 3.693, -1.532], [0.974, 4.083, 0.859], [4.527, 1.720, -4.454], [3.660, 1.089, -3.280], [5.056, 2.134, -2.763], [2.434, 3.197, -3.977], [3.782, 4.190, -4.024], [5.047, 4.427, -1.595], [3.624, 4.883, 0.909], [1.023, 3.317, -2.010], [1.287, 3.831, 1.872], [0.303, 3.242, 0.682], [0.394, 5.005, 0.905], [-8.420, -0.104, -4.967], [-8.681, -0.724, -3.606], [-7.659, -0.328, -2.725], [-6.577, -0.973, -2.184], [-5.978, -0.191, -1.172], [-6.784, 0.875, -1.155], [-7.804, 0.851, -2.027], [-6.483, 2.071, -0.342], [-9.191, -0.371, -5.690], [-7.455, -0.506, -5.274], [-8.344, 0.983, -5.006], [-8.683, -1.804, -3.750], [-9.668, -0.446, -3.238], [-6.197, -1.907, -2.570], [-5.072, -0.269, -0.590], [-8.620, 1.559, -2.000], [-6.677, 3.033, -0.817], [-5.439, 1.997, -0.039], [-7.162, 2.075, 0.511], [-4.579, -1.824, -8.142], [-3.746, -0.606, -7.779], [-4.345, 0.096, -6.690], [-5.599, 0.709, -6.761], [-5.716, 1.633, -5.712], [-4.637, 1.369, -4.878], [-3.780, 0.521, -5.524], [-4.397, 1.954, -3.649], [-4.205, -2.740, -7.683], [-4.542, -2.049, -9.208], [-5.633, -1.792, -7.865], [-3.759, 0.051, -8.649], [-2.724, -0.866, -7.501], [-6.240, 0.336, -7.546], [-6.580, 2.154, -5.327], [-2.864, 0.321, -4.986], [-3.433, 2.463, -3.647], [-4.329, 1.166, -2.900], [-5.076, 2.779, -3.430], [-0.008, 1.599, -4.494], [4.868, -1.800, -0.590], [-0.029, -1.081, 4.452], [-2.786, 4.350, -1.092], [-1.984, 3.027, -1.742], [-1.694, 5.492, -1.454], [-3.548, 4.642, -2.519], [-3.662, 5.538, -0.399], [-3.999, 3.309, -0.794], [-2.226, 4.135, 0.498]], "lowdin_spin": [0.000, 0.000, 0.000, 0.000, 0.000, 0.000, 0.000, 0.000, 0.000, 0.000, 0.000, 0.000, 0.000, 0.000, 0.000, 0.000, 0.000, 0.000, 0.000, 0.011, 0.012, 0.167, -0.007, 0.031, 0.184, 0.337, 0.028, 0.003, 0.000, 0.000, 0.004, 0.000, -0.001, 0.005, 0.036, 0.017, 0.004, 0.004, 0.006, 0.000, 0.001, 0.003, 0.002, 0.000, 0.001, 0.000, 0.000, 0.005, 0.000, 0.000, 0.000, 0.002, 0.002, 0.000, 0.000, 0.000, 0.000, 0.001, 0.000, 0.000, 0.000, 0.000, 0.000, 0.000, 0.000, 0.001, 0.000, 0.000, 0.000, 0.000, 0.000, 0.000, 0.000, 0.000, 0.000, 0.000, 0.001, 0.001, 0.005, 0.001, 0.004, 0.007, 0.010, 0.011, 0.000, 0.001, 0.000, 0.000, 0.001, 0.000, 0.001, 0.005, 0.000, 0.008, 0.004, 0.000, 0.000, 0.004, 0.000, 0.002, 0.003, 0.005, 0.008, 0.000, 0.000, 0.000, 0.000, 0.000, 0.000, 0.000, 0.002, 0.002, 0.006, 0.000, 0.000, 0.000, 0.000, 0.002, 0.008, 0.000, 0.000, 0.001, 0.000, 0.000, 0.000, 0.000, 0.000, 0.002, 0.008, 0.000, 0.000, 0.001, 0.000, 0.000, 0.000, 0.000, 0.000, 0.000, 0.000, 0.001, 0.001, 0.000, 0.000, 0.000, 0.000, 0.000, 0.000, 0.000, 0.001, 0.000, 0.001, 0.000, 0.002, 0.000, 0.012, 0.000, 0.000, 0.000, 0.000, 0.000, 0.000, 0.001]}